1.
9
Properties=species:S:1:pos:R:3:forces:R:3:lowdin_charge:R:1 method="wB97M-V/def2-TZVPD" e_above_lowest_kcal_mol=52.4 charge=-1 orbital_gap_ev=8.6 e_homo_ev=-4.595
O 1.148 1.740 0.833 0.643 0.543 0.118 -0.056
O -0.728 1.251 1.981 -0.849 0.006 0.716 -0.039
N 0.069 -0.635 -2.005 0.837 -1.612 -4.707 0.005
N -0.219 0.290 -0.079 -1.086 1.989 4.359 0.071
N -0.352 -1.471 -1.222 -0.315 -1.269 -0.821 -0.082
C 0.067 1.183 1.055 0.593 -0.474 -0.631 -0.825
C -0.256 -0.957 0.070 0.221 1.234 0.484 -0.236
H -0.307 -1.566 0.963 0.133 0.005 0.045 0.114
H 0.579 0.165 -1.595 -0.178 -0.422 0.437 0.048

2.
170
Properties=species:S:1:pos:R:3:forces:R:3:lowdin_charge:R:1 method="wB97M-V/def2-TZVPD" charge=-1 orbital_gap_ev=6.2 e_homo_ev=-4.658
Ga 0.648 -0.779 4.101 0.121 0.990 1.249 0.386
F 3.113 -4.622 2.817 -4.048 1.631 1.787 -0.025
O -1.180 -2.067 -8.057 0.638 0.006 0.001 0.014
O -0.763 4.768 -2.009 0.289 0.306 0.264 0.007
O -2.128 -2.321 -3.319 -0.322 -0.431 -0.865 0.002
O 2.139 -8.304 5.835 0.560 0.626 1.339 -0.015
O -0.071 -10.088 1.957 0.009 0.118 0.164 -0.006
O -0.648 -6.785 -7.629 -0.011 -0.880 -0.290 0.015
O -4.418 4.422 5.391 -0.698 -0.047 -0.307 0.018
O -0.909 10.516 -0.544 0.257 1.200 0.152 -0.010
O 1.641 -3.971 4.752 2.831 -1.206 -9.064 -0.017
O -1.410 -2.604 3.070 7.561 0.066 -0.242 -0.137
O 3.993 10.797 -1.075 0.672 -0.016 0.087 0.007
N -0.531 -8.182 3.050 0.281 -0.612 -0.271 0.004
N 0.703 -2.416 -9.230 -0.331 0.158 0.361 -0.003
N -2.240 -8.359 -7.458 0.576 0.270 -0.133 0.005
N -1.662 -3.982 -4.755 -0.530 0.501 0.390 0.019
N 0.764 -3.566 2.509 1.498 -1.021 1.866 0.053
N -5.082 3.997 3.289 -0.137 0.164 0.659 0.011
N 0.712 11.829 -1.373 -0.566 -0.266 0.578 0.018
N 3.594 -8.647 7.510 -0.395 0.192 -0.467 0.001
N -1.222 6.674 -0.915 0.478 -0.849 -0.207 0.003
N 5.875 10.448 -2.248 -0.432 0.231 0.527 0.002
C 6.046 11.270 0.064 -0.022 0.082 0.261 -0.009
C 0.007 2.289 3.963 -1.687 0.192 0.265 -0.272
C 2.668 -0.418 3.857 1.278 0.028 -0.065 -0.277
C -0.533 -1.917 -0.846 0.296 0.168 1.509 -0.210
C -0.393 5.635 -1.220 -0.841 -0.308 -0.531 -0.555
C -1.909 -4.913 -5.831 0.586 0.089 0.094 -0.096
C 4.514 -8.283 8.561 -0.014 -0.427 -0.017 -0.085
C -1.285 4.656 3.344 -0.947 0.300 0.813 -0.173
C 0.298 -9.221 2.746 -0.276 -0.234 -0.494 -0.545
C -4.266 -2.642 -0.983 -0.714 1.376 -0.264 -0.244
C 5.221 10.827 -1.112 -0.748 -0.235 -0.398 -0.531
C -5.692 -3.044 -0.261 -0.491 -0.676 -0.008 -0.164
C -2.503 -3.038 -4.245 0.761 0.291 0.630 -0.516
C 1.746 12.836 -1.345 0.135 -0.061 -0.573 -0.088
C 2.392 0.796 1.386 0.180 0.148 0.172 -0.225
C -0.978 7.782 -0.022 -0.505 0.159 -0.356 -0.084
C -5.341 4.184 4.615 1.163 0.141 0.205 -0.545
C -2.801 -9.688 -7.516 -0.354 0.255 0.155 -0.081
C 0.874 -1.595 -6.918 -0.062 0.081 0.251 -0.008
C 3.040 0.856 2.895 1.198 -0.404 -0.040 -0.298
C 0.049 -2.038 -8.095 -0.965 -0.121 -0.173 -0.547
C -0.961 -7.970 -7.728 -0.113 0.998 0.171 -0.533
C -6.769 4.091 5.076 -0.221 -0.009 0.234 -0.020
C -3.508 -1.425 -0.133 -1.304 0.204 -0.431 -0.194
C 7.298 10.412 -2.491 -0.157 -0.165 -0.389 -0.082
C 1.858 -4.080 3.419 -2.564 1.253 5.664 -0.202
C 2.494 -0.721 0.697 0.325 1.086 0.304 -0.191
C 0.350 -1.119 6.160 -0.166 -0.532 0.540 -0.235
C -0.286 -7.074 3.944 -0.282 0.159 -0.151 -0.065
C -0.068 11.389 -0.344 -0.163 -0.368 -0.744 -0.515
C -0.589 0.803 3.610 -0.710 0.494 -1.060 -0.282
C -6.016 3.711 2.226 0.437 -0.023 -0.180 -0.080
C 2.125 -2.453 -9.473 -0.224 -0.156 -0.364 -0.087
C -0.062 -2.468 3.143 -6.216 -1.391 -0.381 -0.297
C 1.972 -0.739 -0.873 1.262 -0.219 0.019 -0.218
C 0.027 -9.025 -8.143 0.268 -0.070 -0.058 -0.013
C 1.651 -9.261 3.400 -0.146 -0.450 -0.245 -0.022
C 2.885 -7.823 6.685 -0.199 -0.285 -0.145 -0.496
C 1.053 -2.042 -1.253 0.325 -0.122 -0.230 -0.219
C -3.874 -2.913 -4.848 -0.260 0.143 -0.047 -0.007
C 0.140 12.003 1.012 -0.091 -0.032 0.283 -0.006
C 3.051 -6.339 6.855 -0.154 0.085 -0.184 0.009
C -1.310 3.278 4.254 0.419 0.169 0.010 -0.263
C -2.802 -0.360 -1.157 0.056 1.018 0.634 -0.216
C -1.173 -0.470 -1.272 0.006 -0.118 -1.520 -0.215
C 0.960 5.596 -0.566 0.264 -0.155 0.029 -0.012
H -2.827 -1.817 0.734 -1.110 0.727 -1.813 0.102
H -2.909 -4.806 -6.254 0.156 0.125 0.115 0.079
H 0.008 7.734 0.442 -0.150 -0.101 -0.121 0.080
H -4.098 4.075 3.056 -0.150 -0.065 0.047 0.115
H -4.427 -2.119 -4.337 0.256 -0.178 -0.035 0.074
H -7.045 3.647 2.582 0.224 0.029 0.030 0.073
H 1.505 0.299 -1.145 0.602 -2.111 0.491 0.097
H 1.541 -9.321 4.487 0.084 0.054 -0.740 0.048
H -1.066 8.707 -0.597 0.132 -0.488 0.519 0.042
H 1.183 -2.241 -2.413 -0.485 0.486 2.203 0.096
H 2.399 -3.479 -9.731 0.306 0.105 0.037 0.081
H 5.385 11.539 0.893 0.052 -0.115 -0.293 0.087
H -0.758 -4.005 -4.297 -0.230 0.009 -0.111 0.143
H -6.588 -3.123 -1.042 2.009 0.115 1.472 0.064
H -3.302 -0.363 -2.232 1.070 -0.337 2.373 0.099
H 3.428 -9.631 7.334 0.057 0.251 0.070 0.143
H 1.888 -1.470 1.362 1.219 1.386 -1.354 0.074
H 0.302 -2.300 6.271 -0.037 2.472 0.194 -0.009
H 7.877 10.737 -1.626 -0.206 -0.055 -0.124 0.076
H 5.252 10.164 -2.994 0.169 0.034 0.197 0.145
H -4.425 -3.850 -4.726 -0.007 0.062 -0.165 0.085
H -0.896 -0.311 -2.423 -0.564 -0.267 2.444 0.111
H 6.639 12.148 -0.204 0.110 -0.159 0.078 0.085
H -1.423 -8.225 2.571 0.251 0.020 0.125 0.138
H -3.627 -9.676 -8.230 0.009 -0.323 0.038 0.083
H 1.279 1.157 1.437 1.954 -0.813 -0.201 0.083
H 0.080 -2.701 -9.977 0.174 0.052 0.219 0.141
H -2.069 -10.437 -7.818 -0.076 0.225 0.059 0.076
H -2.114 6.631 -1.395 0.272 0.010 0.130 0.139
H 2.424 -5.816 6.128 0.158 -0.144 0.152 0.061
H 3.657 -0.985 0.734 -2.565 0.253 -0.047 0.118
H 7.513 11.064 -3.340 0.308 -0.053 0.089 0.083
H 0.161 -4.326 2.125 0.792 0.629 0.242 0.118
H 7.571 9.385 -2.748 0.296 0.128 0.037 0.086
H 2.228 -8.374 3.124 -0.035 -0.008 0.308 0.088
H 0.700 -7.122 4.408 -0.195 -0.139 -0.094 0.059
H 2.999 1.587 0.731 -1.343 -1.720 1.169 0.110
H -0.711 0.446 -0.706 -0.680 -2.053 -0.789 0.101
H -2.027 5.415 3.888 1.622 -1.406 -1.256 0.067
H 1.504 4.710 -0.907 -0.270 0.156 0.013 0.084
H -0.575 -1.972 0.342 0.114 0.088 -2.387 0.094
H 2.341 -1.800 -10.323 0.320 -0.039 0.077 0.080
H -7.165 3.093 4.868 -0.115 0.158 -0.072 0.084
H 6.698 10.456 0.393 0.084 0.187 -0.034 0.088
H 4.224 0.864 2.744 -2.273 0.062 0.243 0.094
H 2.964 -0.829 -1.531 -2.131 0.246 1.267 0.104
H 1.284 -0.709 6.749 -1.904 -0.811 -0.925 -0.007
H 4.620 -7.203 8.668 -0.101 -0.211 -0.112 0.078
H -3.188 -9.935 -6.524 -0.025 -0.297 -0.140 0.086
H 0.849 5.536 0.521 0.115 0.141 -0.066 0.075
H 2.739 -6.039 7.859 0.177 0.062 -0.058 0.093
H 1.536 6.483 -0.842 -0.021 -0.004 0.212 0.080
H 4.093 -6.056 6.680 -0.092 0.082 0.156 0.093
H -5.617 -4.114 0.250 -0.213 2.389 -0.851 0.071
H 1.880 13.268 -0.352 -0.095 -0.165 -0.154 0.079
H 2.802 1.877 3.456 0.230 -2.175 -1.331 0.094
H -3.796 -2.652 -5.907 -0.060 -0.162 0.029 0.085
H 1.471 13.624 -2.051 0.128 0.211 0.144 0.080
H -0.217 5.161 3.277 -2.192 -1.167 0.103 0.070
H -2.844 -7.592 -7.186 0.142 -0.201 -0.058 0.138
H -6.061 -2.232 0.531 1.079 -1.848 -1.642 0.073
H -1.170 -2.851 -1.226 1.483 2.298 0.574 0.107
H 1.525 -2.409 -6.589 0.100 0.172 -0.029 0.086
H 2.680 12.372 -1.670 -0.041 0.294 0.206 0.050
H 4.143 -8.707 9.498 0.229 0.183 0.135 0.081
H -0.845 0.786 2.447 0.393 0.157 2.263 0.057
H -1.786 -5.925 -5.438 -0.053 -0.076 -0.279 0.075
H 1.001 -8.562 -8.323 -0.312 0.020 0.090 0.086
H -1.733 4.476 2.264 1.174 0.249 2.051 0.070
H 2.196 -10.146 3.059 -0.257 0.141 -0.150 0.083
H -3.033 0.725 -0.718 0.531 -2.252 -0.909 0.104
H -6.816 4.262 6.155 0.175 -0.029 -0.268 0.083
H 0.675 2.311 4.949 -1.231 -0.160 -2.260 0.111
H 0.139 -9.766 -7.347 -0.038 -0.078 -0.191 0.087
H 1.567 -2.978 -0.718 -1.258 1.943 -1.019 0.112
H -0.554 11.551 1.727 0.113 0.023 -0.288 0.088
H 1.161 11.816 1.356 -0.058 0.188 -0.024 0.086
H -1.163 -4.738 -6.610 -0.356 -0.272 -0.048 0.064
H -0.058 13.078 0.972 0.183 -0.056 0.072 0.083
H -1.747 7.768 0.754 0.176 0.182 0.202 0.085
H 0.213 -1.325 -6.090 0.047 -0.103 -0.264 0.087
H -5.729 2.761 1.768 -0.274 0.039 -0.157 0.085
H -0.304 -9.505 -9.068 0.041 -0.133 0.156 0.084
H 0.512 11.368 -2.254 0.105 0.090 0.254 0.146
H -4.560 -2.142 -2.026 0.786 -1.192 2.241 0.085
H 2.705 -2.128 -8.608 -0.212 -0.053 -0.121 0.076
H -7.374 4.853 4.578 -0.082 -0.190 -0.024 0.081
H 3.193 -1.422 3.482 -0.795 2.188 0.611 0.050
H -1.325 3.546 5.415 -0.095 -0.405 -2.581 0.111
H -1.055 -7.089 4.720 0.196 0.275 0.123 0.090
H -4.398 -0.831 0.398 1.894 -1.283 -1.090 0.098
H -1.628 0.601 4.152 2.155 0.608 -0.963 0.063
H 0.578 2.733 3.039 -0.853 -0.946 1.891 0.084
H -5.936 4.507 1.481 -0.256 -0.142 -0.138 0.082
H 5.486 -8.724 8.328 0.109 0.183 0.244 0.081
H -3.565 -3.549 -1.217 -1.435 1.670 0.624 0.102
H 3.110 -0.213 4.937 -0.790 -0.386 -2.141 0.055
H 1.467 -0.716 -7.186 0.109 -0.155 0.091 0.086
H -2.312 2.683 4.020 2.198 1.299 0.511 0.090
H -0.655 -0.597 6.532 2.182 -1.249 -0.591 0.009
H -0.374 -6.149 3.369 0.005 0.129 0.311 0.066

3.
20
Properties=species:S:1:pos:R:3:forces:R:3:lowdin_charge:R:1 method="wB97M-V/def2-TZVPD" e_above_lowest_kcal_mol=45.0 smiles="C/C=C(/C)N.O.O" orbital_gap_ev=8.2 e_homo_ev=-7.898
O -0.811 3.388 0.184 -0.519 -0.311 -0.150 -0.046
O 1.688 1.863 0.306 -0.618 1.257 -0.446 -0.087
N -0.448 -0.734 1.419 2.315 0.573 0.043 0.090
C 1.952 -0.916 -0.327 0.362 -2.385 -1.192 -0.124
C -1.831 -1.607 -0.339 -2.560 -0.607 -0.986 -0.094
C 0.566 -1.326 -0.760 0.754 0.282 0.174 -0.141
C -0.445 -1.167 0.092 -3.147 -0.911 -1.235 -0.429
H -2.008 -1.988 -1.361 1.329 -0.578 0.292 0.073
H 2.134 -1.525 0.579 0.023 1.724 0.783 0.088
H 0.435 -1.758 -1.761 -0.340 0.205 0.630 0.103
H 2.079 0.151 -0.500 0.513 -0.543 1.187 0.039
H -2.475 -2.252 0.300 1.425 -0.383 0.238 0.078
H 2.722 -1.470 -0.889 -0.314 0.401 -0.756 0.065
H -1.447 2.871 0.690 0.069 0.068 0.504 0.044
H 0.993 2.317 0.806 0.173 -0.083 0.092 0.019
H -1.160 3.214 -0.697 0.326 0.261 -0.316 0.052
H -1.217 -0.173 1.747 -0.282 -0.127 -0.378 0.079
H 0.436 -0.233 1.569 -0.509 -0.214 0.423 0.076
H -2.669 -0.918 -0.486 0.617 1.776 0.571 0.054
H 1.505 2.263 -0.570 0.382 -0.405 0.522 0.059